1.
Below is a single C5H6ClNO molecule in a non-equilibrium geometry, with properties calculated with wB97M-V/def2-TZVPD.

Properties
maximum force = 4.4 eV/A
SMILES string = O[C@H]1[C@H]2C=C(Cl)[C@@H]1N2
HOMO level = -9.20 eV
charge = 0
relative energy (zero: lowest compared OMol25 entry of this formula, charge and spin) = 434.8 kJ/mol
calculated total energy = -21337.9759 eV
HOMO-LUMO gap = 9.98 eV

Positions of all 14 atoms, in Å:
O 1.81790 1.69560 -0.01474
C 1.49011 0.42303 -0.40093
C 1.28732 -0.62663 0.71316
C -0.07756 -0.29201 1.29034
C -0.77944 -0.06302 0.22793
Cl -2.36041 0.26976 -0.12081
C 0.16762 -0.35635 -0.98862
N 0.86530 -1.56927 -0.40571
H 0.93175 2.10194 0.38717
H 2.36342 -0.11510 -0.98791
H 1.99130 -1.00228 1.33227
H -0.08275 -0.66303 2.36463
H 0.10762 -0.17769 -2.13235
H 1.68702 -1.81988 -1.00344


2.
Below is 2 unconnected molecules or ions with the total composition C5H6ClNOS2 in a non-equilibrium geometry, with properties calculated with wB97M-V/def2-TZVPD.

Properties
maximum force = 4.9 eV/A
SMILES string = N#C/C(=C/Cl)CS.O=CS
HOMO level = -9.76 eV
charge = 0
calculated total energy = -43009.6483 eV
HOMO-LUMO gap = 9.12 eV

Positions of all 16 atoms, in Å:
N 2.50314 -1.67210 0.98731
C 1.50370 -1.17653 1.36961
C 0.28773 -0.55713 1.96279
C 0.36683 0.70766 2.61349
Cl -0.98309 1.56957 3.35346
C -0.97704 -1.06402 1.36343
S -0.91506 -0.69050 -0.38158
H 1.33963 1.31755 2.44609
H -0.70238 -2.07324 1.46327
H -1.87486 -0.70399 1.84995
H -1.51325 -1.95093 -0.91700
O 0.77693 2.47984 -3.20325
C 0.49190 1.43701 -2.69784
S -0.49510 0.26946 -3.76827
H 0.53934 1.03563 -1.60693
H -0.34844 1.07173 -4.83452


3.
Below is a molecular structure, C5H6CoO5 in a non-equilibrium geometry, with properties calculated with wB97M-V/def2-TZVPD.

Properties
maximum force = 11.1 eV/A
HOMO level (spin up / spin down) = -12.84 / -12.55 eV
charge = +1
multiplicity = 5
relative energy (zero: lowest compared OMol25 entry of this formula, charge and spin) = 245.4 kJ/mol
calculated total energy = -53132.6625 eV
HOMO-LUMO gap (spin up / spin down) = 6.27 / 5.93 eV

Positions of all 17 atoms, in Å:
H 1.72005 -2.58499 -0.23983
O -2.32137 0.16693 -0.84957
C 1.02728 -1.84978 -0.64534
C -2.88647 -0.86796 -0.74914
H 0.94380 -1.99657 -1.71901
H 1.32807 2.56195 -2.95913
C 1.05387 2.27188 -1.93041
C 1.82328 1.05656 -1.40349
O 1.13375 0.61987 -0.25986
C 0.75366 -0.65174 0.26101
O -3.12833 -1.75261 0.18697
O -0.10464 -0.23145 1.14828
Co -0.81709 1.13776 -0.05564
O -0.28396 2.19603 -1.75592
H 1.32892 3.19835 -1.35074
H 2.85359 1.32603 -1.13908
H 1.77999 0.25807 -2.15734


4.
Below is a molecular structure, C5H6CrO4 in a non-equilibrium geometry, with properties calculated with wB97M-V/def2-TZVPD.

Properties
maximum force = 7.2 eV/A
HOMO level (spin up / spin down) = -17.78 / -17.79 eV
charge = +2
multiplicity = 5
relative energy (zero: lowest compared OMol25 entry of this formula, charge and spin) = 239.2 kJ/mol
calculated total energy = -41869.4682 eV
HOMO-LUMO gap (spin up / spin down) = 8.25 / 8.53 eV

Positions of all 16 atoms, in Å:
O 2.80243 1.20929 -0.77976
C 2.26098 0.34090 -0.04868
O 2.86446 -0.17876 0.92463
O 1.00827 -0.04131 -0.30001
C 0.16499 -0.34886 0.80181
C -1.23711 -0.67450 0.31471
Cr 4.43930 0.96957 0.38509
H 0.17808 0.46426 1.53946
H 0.54820 -1.23438 1.32549
H -1.28127 -1.76568 0.46946
H -2.51572 -0.89414 -1.53875
C -1.82803 1.18784 -0.30674
C -1.73381 -0.28015 -1.07165
O -2.18184 2.22389 -0.08805
H -2.51420 -0.91247 0.21157
H -0.97472 -0.06550 -1.83858


5.
Below is a molecular structure, C5H6CsLiO4 in a non-equilibrium geometry, with properties calculated with wB97M-V/def2-TZVPD.

Properties
maximum force = 4.4 eV/A
HOMO level (spin up / spin down) = -11.03 / -11.03 eV
charge = +1
multiplicity = 2
relative energy (zero: lowest compared OMol25 entry of this formula, charge and spin) = 0.0 kJ/mol
calculated total energy = -14217.8673 eV
HOMO-LUMO gap (spin up / spin down) = 7.16 / 6.80 eV

Positions of all 17 atoms, in Å:
O 4.05205 -1.11629 2.05434
C 2.84755 -1.04958 2.42792
O 2.38834 -1.55551 3.48139
O 2.20203 -0.07208 1.65560
C 0.79539 -0.27380 1.47210
C 0.18718 0.82160 0.59476
Cs 1.06180 1.46302 4.69538
H 0.25841 -0.30942 2.42077
H 0.63280 -1.23510 0.98191
H 0.86397 1.20318 -0.15512
H -0.35077 1.57917 1.14176
Li 4.06748 0.41814 0.83401
C -3.51381 -0.17143 -3.92429
C -4.19032 0.42993 -4.84828
O -4.83579 0.89942 -5.72024
H -2.47902 -0.44245 -4.06110
H -3.98730 -0.58879 -3.05092


6.
Below is a molecular structure, C5H6CuN2Se2Te2, with properties calculated with wB97M-V/def2-TZVPD.

Properties
maximum force = 0.2 eV/A
HOMO level = -2.51 eV
charge = -1
relative energy (zero: lowest compared OMol25 entry of this formula, charge and spin) = 0.0 kJ/mol
calculated total energy = -198185.3456 eV
HOMO-LUMO gap = 4.86 eV

Positions of all 18 atoms, in Å:
Cu -0.04285 0.03111 0.23495
Se -1.25946 0.88499 2.07082
Te 0.54758 1.13176 3.78992
Te 2.90637 1.02481 2.33892
Se 2.30078 -0.17412 0.22017
N -3.66127 -1.80310 -4.53281
C -2.86109 -1.39778 -3.47652
C -2.11925 -2.31735 -2.73570
C -1.30687 -1.86157 -1.71726
N -1.18912 -0.57310 -1.39472
C -1.89372 0.30785 -2.10536
C -2.72892 -0.05007 -3.14411
H -3.96531 -2.76204 -4.50293
H -4.39331 -1.16284 -4.79196
H -2.17382 -3.37690 -2.95254
H -0.71888 -2.55207 -1.12546
H -1.78370 1.34472 -1.81299
H -3.27563 0.71112 -3.68653


7.
Below is a single C5H6F2 molecule in a non-equilibrium geometry, with properties calculated with wB97M-V/def2-TZVPD.

Properties
maximum force = 4.0 eV/A
HOMO level (spin up / spin down) = -8.16 / -7.74 eV
charge = 0
relative energy (zero: lowest compared OMol25 entry of this formula, charge and spin) = 353.4 kJ/mol
calculated total energy = -10712.2296 eV
HOMO-LUMO gap (spin up / spin down) = 8.56 / 8.29 eV

Positions of all 13 atoms, in Å:
C -0.93982 0.36949 0.39121
C -0.48006 1.08483 -0.55704
C -1.04163 -0.74115 1.32454
C 0.32694 -1.31970 1.18084
C 0.79528 0.80260 -1.47452
F 1.30645 -0.50859 1.53995
F 0.67436 -2.10093 0.11792
H -0.99482 2.00454 -0.86427
H -1.31888 -0.36059 2.21840
H -1.70495 -1.49952 0.98580
H 1.38059 1.77422 -1.53514
H 0.47231 0.36881 -2.43548
H 1.52425 0.12599 -0.89222


8.
Below is a single C5H6F2O5 molecule in a non-equilibrium geometry, with properties calculated with wB97M-V/def2-TZVPD.

Properties
maximum force = 3.5 eV/A
HOMO level = -7.81 eV
charge = 0
calculated total energy = -20949.8933 eV
HOMO-LUMO gap = 7.85 eV

Positions of all 18 atoms, in Å:
C 0.16215 -0.68814 -2.50641
C -0.16058 -2.07738 -0.47213
C -0.69055 1.50649 1.16994
C -0.84878 0.33410 0.21765
C -0.02820 -0.89871 0.46469
O 0.43715 -0.07822 -3.42401
O 0.11840 -1.64298 -1.82609
O 0.58333 2.08446 0.99176
O -0.35851 0.89869 -1.05732
O 1.30620 -0.46564 0.70913
F 0.87744 -2.93251 -0.21888
F -0.48193 -1.41900 1.67799
H -1.43845 2.23835 0.82865
H -0.92479 1.25673 2.20081
H -1.89596 0.00142 0.08235
H 1.27538 1.24464 0.95612
H 0.11639 1.74550 -0.82497
H 1.95130 -1.10779 1.03073


9.
Below is 2 unconnected molecules or ions with the total composition C5H6F3N2 in a non-equilibrium geometry, with properties calculated with wB97M-V/def2-TZVPD.

Properties
maximum force = 2.3 eV/A
HOMO level (spin up / spin down) = -14.54 / -14.56 eV
charge = +1
relative energy (zero: lowest compared OMol25 entry of this formula, charge and spin) = 507.9 kJ/mol
calculated total energy = -16401.5225 eV
HOMO-LUMO gap (spin up / spin down) = 6.19 / 6.21 eV

Positions of all 16 atoms, in Å:
C 1.91941 -0.04763 0.28382
C 1.06274 0.99936 0.04062
C 1.12568 -1.27326 0.39968
C -0.27389 0.54750 0.04270
C -1.47995 1.35380 -0.22927
N -1.16735 -1.62516 0.53477
N -0.26558 -0.82060 0.31272
F 1.38779 2.25154 -0.13753
F -0.15961 -0.87686 -2.08882
F -2.60380 0.75712 0.24759
H 2.99326 0.01057 0.35643
H 1.32089 -1.95482 -0.44448
H 1.29296 -1.86401 1.30983
H -1.61908 1.48973 -1.31819
H -1.39642 2.35850 0.21725
H -2.13705 -1.30580 0.47288